{"formula": "C20H44IrNOP3S", "method": "ωB97M-V/def2-TZVPD", "s_squared": 8.80, "energy_ev": -66483.99638, "orbital_gap_ev": [6.46, 4.54], "spin_multiplicity": 6, "max_force_ha_per_bohr": 0.1366, "molar_mass_da": 631.78, "relative_energy_kcal_mol": 87.4, "total_charge": 4, "e_lumo_ev": [-11.62, -15.52], "symbols": ["Ir", "S", "P", "P", "P", "O", "N", "C", "C", "C", "C", "C", "C", "C", "C", "C", "C", "C", "C", "C", "C", "C", "C", "C", "C", "C", "C", "H", "H", "H", "H", "H", "H", "H", "H", "H", "H", "H", "H", "H", "H", "H", "H", "H", "H", "H", "H", "H", "H", "H", "H", "H", "H", "H", "H", "H", "H", "H", "H", "H", "H", "H", "H", "H", "H", "H", "H", "H", "H", "H", "H"], "coordinates": [[-0.5046, 0.4582, -1.6936], [-0.3486, 1.0825, -3.6658], [-1.7014, 1.6503, -0.3951], [1.4338, 1.1758, -0.9565], [-2.1236, -1.8338, 0.8685], [0.1585, 0.6779, 3.3015], [1.6554, 0.4029, 5.0338], [1.5114, -1.7746, 0.9628], [0.4124, -0.9565, -6.8023], [1.3060, -2.2742, -0.3109], [-1.7949, -3.6176, 0.7437], [1.4407, -2.3803, -5.0852], [-2.3567, -1.5967, 2.7106], [0.2067, -0.4164, -4.4634], [-2.4611, 1.4989, 1.2933], [1.4726, 1.7546, 5.5580], [-3.8698, -1.6607, 0.2734], [2.9753, 0.2151, -1.3719], [-0.1150, -0.1786, -5.8044], [2.0165, 2.0150, 0.6110], [1.8014, 2.5968, -2.1546], [1.2051, -2.0611, -6.4350], [0.9329, -0.0182, 3.9692], [-3.1270, 1.9320, -1.5110], [0.9128, -1.5569, -4.0626], [-1.0648, 3.3808, -0.2073], [2.2816, -0.5746, 5.9105], [0.5654, 1.8354, 6.1865], [-1.6465, 1.3209, 2.0144], [-3.7484, 2.8059, -1.2705], [2.3452, 1.9796, 6.1870], [1.5243, 2.9832, 0.7679], [-3.8264, -1.3156, -0.7591], [2.3945, -1.0895, 1.0927], [1.6299, -2.6721, -7.2498], [-4.4055, -2.6153, 0.2939], [0.9994, 3.3145, -2.4001], [1.4063, 2.4789, 4.7333], [-3.0183, 2.4027, 1.6125], [3.7578, 0.9585, -1.5259], [2.1640, 2.1380, -3.0894], [-1.1254, -0.6596, 0.3936], [2.0596, -3.2577, -4.8739], [-1.1464, -3.8359, -0.0934], [-2.6804, 2.0548, -2.5037], [-2.7148, -4.1799, 0.6095], [-0.2834, 3.5831, -0.9501], [1.5360, -1.1127, 6.5065], [0.6709, -1.5284, 1.6444], [1.8293, 1.3929, 1.4899], [1.0806, -1.7781, -3.0037], [-0.7057, 0.7142, -6.0008], [-2.1866, -2.5942, 3.1533], [-3.7460, 1.0282, -1.5174], [2.1115, -2.2634, -1.0555], [3.0999, 2.2114, 0.5537], [0.1983, -0.6578, -7.8297], [-3.3910, -1.2749, 2.9373], [-3.1743, 0.6653, 1.3507], [2.9643, -0.0526, 6.5805], [2.8503, -0.3196, -2.3127], [0.3920, -2.7290, -0.7901], [-0.6315, 3.4972, 0.7961], [-1.3202, -3.9841, 1.6470], [2.6445, 3.1800, -1.7456], [2.8255, -1.2968, 5.3005], [-1.8734, 4.1202, -0.3343], [1.1209, -1.0902, 3.7424], [3.3029, -0.4829, -0.6057], [-4.4587, -0.9547, 0.8651], [-1.6467, -0.8604, 3.1361]], "forces_ev_per_a": [[-0.514, -5.429, 2.795], [0.673, -0.422, -4.504], [-4.000, 4.983, 2.920], [5.154, 2.915, -0.068], [-1.650, 0.628, 1.996], [1.686, -0.836, 1.567], [-0.474, 1.404, 2.676], [-0.824, 1.339, -2.870], [-0.190, -0.027, 0.014], [-0.019, 0.327, 1.042], [0.983, 0.107, -0.568], [-0.432, 0.590, 1.154], [0.500, 0.040, -0.127], [-0.779, 1.430, 0.333], [0.149, -0.702, 0.289], [0.942, 0.433, -0.316], [0.560, 0.557, -0.696], [-0.229, 0.157, -0.110], [0.222, 0.297, -1.288], [-0.487, -0.241, 0.219], [0.544, -0.037, 0.181], [-0.174, 0.217, -1.171], [-1.500, -0.844, -2.778], [-0.099, -0.289, -0.198], [0.970, -0.885, -0.428], [0.489, -0.234, -0.020], [0.799, 0.272, -0.455], [0.088, -0.292, -0.197], [-0.360, 0.103, -0.226], [0.299, -0.150, 0.124], [-0.354, -0.003, -0.120], [0.023, -0.315, -0.167], [-0.326, -0.044, -0.137], [-0.586, -1.412, 0.263], [-0.127, 0.242, 0.668], [0.440, -0.030, 0.071], [0.233, -0.552, 0.223], [-0.184, -0.304, 0.222], [0.450, -0.220, -0.614], [0.029, 0.026, 0.058], [-0.200, 0.194, 0.270], [-1.476, -2.287, 0.255], [-0.358, 0.331, 0.180], [0.055, -0.284, -0.183], [-0.524, 0.160, -0.032], [-0.307, 0.306, -0.047], [-0.328, 0.111, 0.273], [-0.285, 0.041, -0.023], [0.555, -0.833, -0.310], [-0.001, 0.030, -0.082], [0.078, 0.044, -0.483], [0.074, -0.300, -0.456], [-0.108, 0.545, -0.011], [0.023, 0.170, -0.149], [-0.032, -0.033, 0.643], [-0.383, -0.228, -0.273], [0.232, -0.484, 0.165], [0.567, -0.156, -0.233], [0.256, 0.259, -0.077], [-0.089, -0.114, -0.005], [-0.038, -0.021, -0.021], [0.824, 0.378, 1.268], [-0.139, 0.039, -0.291], [0.238, 0.124, 0.116], [-0.294, -0.230, -0.089], [-0.023, -0.176, 0.013], [0.193, -0.460, 0.073], [-0.204, 0.441, 0.085], [-0.099, 0.124, -0.003], [0.329, 0.014, -0.054], [-0.462, -0.502, -0.278]], "mulliken_charge": [1.539, -0.269, 0.493, 0.839, 1.300, -0.470, 0.208, 0.060, -0.674, -0.538, -1.415, -0.753, -1.021, 1.211, -0.646, -0.736, -1.310, -1.467, -0.907, -1.090, -1.737, -0.418, 0.112, -1.438, 0.159, -1.175, -0.685, 0.375, -0.095, 0.453, 0.378, 0.508, 0.356, 0.404, 0.428, 0.477, 0.435, 0.314, 0.578, 0.513, 0.510, -0.322, 0.435, 0.460, 0.541, 0.463, 0.199, 0.383, -0.447, -0.126, 0.078, 0.459, 0.453, 0.324, 0.584, 0.545, 0.446, 0.456, 0.150, 0.295, 0.287, 0.006, 0.322, 0.489, 0.522, 0.378, 0.493, 0.404, 0.457, 0.444, 0.014]}


{"formula": "C20H44N2O6PS", "method": "ωB97M-V/def2-TZVPD", "energy_ev": -56834.67104, "orbital_gap_ev": 7.51, "max_force_ha_per_bohr": 0.1437, "molar_mass_da": 471.62, "relative_energy_kcal_mol": 0.0, "total_charge": 1, "e_lumo_ev": -3.17, "symbols": ["S", "P", "O", "O", "O", "O", "O", "O", "N", "N", "C", "C", "C", "C", "C", "C", "C", "C", "C", "C", "C", "C", "C", "C", "C", "C", "C", "C", "C", "C", "H", "H", "H", "H", "H", "H", "H", "H", "H", "H", "H", "H", "H", "H", "H", "H", "H", "H", "H", "H", "H", "H", "H", "H", "H", "H", "H", "H", "H", "H", "H", "H", "H", "H", "H", "H", "H", "H", "H", "H", "H", "H", "H", "H"], "coordinates": [[1.1123, -2.2253, -3.3303], [4.8003, 3.5050, 3.2770], [5.2159, 2.0670, 3.7967], [4.4138, 3.0308, 1.7480], [3.4152, 3.9390, 3.6396], [5.5531, 4.4809, 4.3582], [-1.9336, -3.8859, -3.3218], [-5.4446, -2.8178, -0.2525], [-4.7313, -0.9368, -1.4168], [-0.3124, -1.6024, -2.4259], [-0.0251, -0.3281, -1.6439], [-4.0599, -0.3658, -0.2156], [5.9290, 1.8508, 5.0191], [-0.6915, -2.7371, -1.5140], [-2.7288, -0.7801, -2.8625], [-7.1517, -1.6135, -1.3745], [4.4143, 4.0404, 0.7274], [-1.0266, -4.0203, -2.2491], [2.2805, -0.7590, -0.4939], [0.2063, -1.1913, 1.9957], [-5.7390, -1.8839, -0.9566], [0.9729, 0.0623, 1.6062], [2.3234, -0.2256, 0.9466], [-3.7938, -1.7007, -2.2483], [-1.1946, -0.9047, 2.5327], [-1.7776, -2.7558, -4.1513], [-1.4641, -1.4472, -3.4240], [1.4248, 0.0838, -1.4598], [5.8015, 5.8460, 3.9819], [-3.9737, 1.1762, -0.3148], [-1.4960, -2.3846, -0.8728], [-3.2016, -0.2980, -3.7199], [-3.3960, -2.5508, -1.6880], [-4.3743, -2.1385, -3.0648], [2.8022, -1.0059, 1.5470], [6.1499, 0.7879, 5.0708], [4.0994, 3.5680, -0.1992], [3.7343, 4.8497, 0.9999], [-2.5196, 0.0245, -2.1615], [0.3852, 0.7146, 0.9488], [-7.4536, -0.6276, -1.0211], [6.4559, 5.9076, 3.1119], [-0.5710, 0.4975, -2.0951], [-2.7441, -2.5927, -4.6305], [-7.2817, -1.7107, -2.4516], [2.0419, -1.8231, -0.5303], [-1.5856, -1.7789, 3.0527], [-4.5787, -0.6384, 0.6976], [-1.0838, -0.7704, -4.1920], [-1.2156, -0.0455, 3.2017], [-1.8908, -0.6991, 1.7152], [0.1430, -2.9425, -0.8422], [0.7825, -1.7045, 2.7699], [1.3696, 1.0779, -1.0041], [-0.1303, -4.5606, -2.5671], [-4.5119, 1.4918, -1.2083], [-7.7910, -2.3495, -0.8918], [6.8651, 2.4035, 5.0339], [-3.0286, -0.7278, -0.1903], [-1.0792, -2.9508, -4.9676], [-1.5109, -4.6682, -1.5162], [2.9834, 0.6398, 1.0013], [-0.4687, -0.4647, -0.6569], [1.9327, 0.2521, -2.4080], [-2.9447, 1.5161, -0.4477], [6.2930, 6.3307, 4.8201], [5.3143, 2.1345, 5.8719], [4.8581, 6.3507, 3.7697], [3.3012, -0.6777, -0.8745], [5.4158, 4.4473, 0.5795], [1.1617, 0.6492, 2.5069], [0.1237, -1.9107, 1.1730], [1.2507, -1.1988, -4.1847], [-4.4209, 1.6759, 0.5408]], "forces_ev_per_a": [[0.294, -0.131, 0.052], [-6.610, -0.843, 3.196], [0.939, 0.329, -0.536], [3.269, 0.602, -0.583], [0.077, 0.192, -0.189], [2.680, -0.397, -2.257], [-0.236, 0.335, 0.285], [0.114, 0.268, -0.219], [-0.043, -0.322, 0.458], [0.029, -0.388, -0.685], [0.032, 0.463, 0.497], [0.343, 1.074, -0.647], [0.064, -0.122, 0.216], [0.321, -0.187, 0.596], [-0.352, -0.273, 0.314], [-0.148, -0.327, 0.372], [-0.014, 0.093, 0.112], [-0.151, -0.370, -0.104], [0.371, 0.410, -0.306], [-0.143, 0.013, 0.329], [-0.251, -0.393, 0.158], [0.315, 0.184, -0.309], [-0.175, -0.655, 0.215], [-0.211, -0.059, -0.226], [-0.077, -0.198, -0.278], [-0.045, -0.152, -0.158], [-0.356, 0.604, -0.333], [0.153, 0.041, 0.500], [-0.150, 0.210, 0.055], [-0.150, -0.212, -0.383], [-0.174, 0.103, -0.256], [0.077, 0.115, 0.002], [0.168, 0.101, 0.063], [0.006, -0.095, 0.030], [0.182, 0.121, 0.031], [-0.082, -0.013, -0.083], [-0.085, -0.024, 0.043], [-0.086, -0.065, -0.033], [0.214, -0.007, -0.050], [-0.170, 0.001, 0.128], [0.065, 0.149, -0.320], [0.051, -0.005, 0.039], [0.012, -0.202, -0.396], [-0.022, -0.067, -0.002], [0.114, 0.324, -0.063], [-0.158, 0.017, 0.020], [-0.052, 0.072, 0.107], [0.076, -0.293, -0.016], [0.184, 0.052, 0.120], [0.079, -0.047, 0.090], [0.011, 0.130, 0.011], [0.123, 0.119, -0.103], [0.043, -0.026, -0.033], [-0.157, 0.070, -0.135], [0.114, 0.203, -0.091], [-0.105, 0.061, 0.068], [0.009, -0.042, -0.027], [-0.040, 0.068, -0.006], [-0.132, -0.410, 0.396], [0.242, -0.033, 0.196], [-0.049, 0.011, -0.010], [-0.119, 0.164, -0.067], [-0.092, -0.177, -0.052], [-0.103, -0.148, -0.097], [0.024, 0.075, 0.241], [-0.020, -0.077, 0.054], [-0.003, 0.071, -0.030], [-0.035, -0.063, 0.032], [0.044, -0.266, 0.029], [0.003, -0.025, -0.088], [-0.092, 0.034, 0.014], [0.112, 0.068, -0.092], [-0.201, 0.127, 0.126], [0.133, 0.037, 0.069]], "mulliken_charge": [-0.039, 0.900, -0.208, -0.187, -0.689, -0.314, -0.325, -0.522, 0.011, 0.124, 0.258, 0.991, -0.633, -0.768, -0.841, -1.336, -0.710, -0.772, -0.634, 0.087, 0.530, -0.500, -0.807, -0.794, -0.970, -1.154, 0.348, -1.607, -0.687, -1.433, 0.338, 0.334, 0.420, 0.538, 0.399, 0.221, 0.182, 0.373, 0.156, 0.059, 0.310, 0.302, 0.329, 0.534, 0.294, 0.491, 0.384, 0.689, 0.749, 0.380, -0.123, 0.477, 0.475, 0.675, 0.399, 0.376, 0.419, 0.289, -1.100, 0.378, 0.454, 0.173, -0.129, 0.566, 0.304, 0.251, 0.322, 0.311, 0.328, 0.298, 0.562, -0.123, 0.241, 0.373]}